1.
{
  "formula": "C4H11NO2S",
  "method": "ωB97M-V with the def2-TZVPD basis set",
  "elements": ["C", "N", "C", "O", "C", "C", "S", "H", "H", "H", "H", "H", "H", "H", "H", "H", "H", "H", "O"],
  "positions_angstrom": [[-0.50221, 0.89898, 1.19073], [-1.39022, -0.17139, 1.61292], [-2.91132, 0.00560, 2.06324], [-3.60299, -1.02021, 1.55551], [0.73958, 0.76908, 0.25375], [0.72574, 1.22384, -1.19799], [2.02877, 0.40399, -2.39963], [-0.01275, 1.35909, 2.07822], [-1.19092, 1.61689, 0.63641], [-1.41808, -0.92372, 0.86909], [-3.22506, 0.99570, 1.82332], [-2.69422, -0.05113, 3.13689], [0.84143, -0.34772, 0.20276], [1.61195, 0.98046, 0.79713], [0.96279, 2.22329, -1.25486], [-0.26370, 1.15630, -1.67712], [1.43120, -2.05939, -0.37019], [2.45241, -1.49340, -1.15592], [2.41117, -2.24298, -0.53556]],
  "lumo_ev": 5.9,
  "energy_ev": -20743.7742,
  "total_charge": -2,
  "e_homo_ev": -0.313
}

***

2.
{
  "formula": "C5H9N2O3",
  "method": "ωB97M-V with the def2-TZVPD basis set",
  "elements": ["C", "C", "C", "C", "C", "N", "N", "O", "O", "O", "H", "H", "H", "H", "H", "H", "H", "H", "H"],
  "positions_angstrom": [[0.32920, -1.91151, 1.01848], [2.20053, -1.53274, -0.57717], [-0.25363, 0.35475, 0.01198], [-2.50383, 0.61312, -0.05063], [1.09476, 2.15256, -0.56693], [1.63175, -2.09070, 0.40027], [-0.41399, -0.85437, 0.52056], [2.67124, -1.01551, -1.48952], [-1.23040, 1.20692, -0.28687], [1.02217, 0.77244, -0.19518], [-0.21542, -2.85389, 1.11440], [-2.64091, 0.05144, 0.90968], [-2.82965, -0.04575, -0.81460], [-3.09441, 1.52909, 0.10675], [1.76875, 2.53267, 0.21677], [0.18372, 2.62777, -0.34689], [1.30478, 2.33596, -1.58976], [2.25453, -2.68525, 0.99965], [-1.27919, -1.18700, 0.61901]],
  "lumo_ev": [-4.0, -4.0],
  "energy_ev": -14441.9543,
  "total_charge": 1,
  "e_homo_ev": [-10.984, -10.985]
}